# 1
{"formula": "C24H50ClF5IrOP2Si2Te", "method": "ωB97M-V/def2-TZVPD", "spin_multiplicity": 6, "relative_energy_kcal_mol": 2.8, "homo_ev": [-7.01, -8.58], "s_squared": 8.78, "symbols": ["Ir", "C", "C", "C", "Si", "C", "C", "Si", "H", "H", "H", "Cl", "C", "C", "C", "C", "H", "H", "H", "H", "H", "H", "H", "H", "H", "H", "H", "H", "C", "C", "P", "H", "H", "P", "H", "H", "C", "C", "C", "C", "C", "H", "C", "H", "H", "H", "H", "H", "H", "H", "C", "C", "H", "H", "H", "H", "H", "H", "H", "C", "C", "H", "H", "H", "H", "H", "H", "C", "C", "H", "H", "H", "H", "H", "H", "H", "C", "H", "H", "H", "F", "Te", "F", "F", "F", "F", "O"], "coordinates": [[-0.334676, 0.011934, 0.124715], [-1.551271, -0.013504, 2.077223], [-1.906394, 1.169312, 1.368516], [-2.437045, 0.716191, 0.086677], [-1.493032, 2.845518, 2.120849], [-2.418658, -0.712926, 0.066861], [-1.892032, -1.186459, 1.346476], [-1.502009, -2.888528, 2.054314], [-1.145056, -0.018111, 3.078538], [-2.812488, 1.355241, -0.705308], [-2.769739, -1.340465, -0.743745], [0.379799, 0.028528, -2.114098], [-1.203875, -2.834360, 3.893306], [-2.897232, -4.059837, 1.671350], [-1.174334, 2.707574, 3.954038], [-2.889335, 4.025960, 1.776850], [-3.773086, -3.727744, 2.245273], [-2.621499, -5.065863, 2.013138], [-3.171102, -4.107133, 0.612661], [-0.350281, -2.186750, 4.134703], [-0.998016, -3.852962, 4.247316], [-2.094738, -2.455669, 4.410171], [-3.772956, 3.661566, 2.318216], [-3.143835, 4.121261, 0.716199], [-2.625112, 5.016004, 2.170121], [-2.061608, 2.308294, 4.461644], [-0.970255, 3.712535, 4.345555], [-0.315986, 2.060453, 4.171082], [0.119085, -3.386960, 1.241822], [0.118323, 3.364939, 1.302186], [0.243255, -2.555825, -0.386240], [0.176104, -4.485567, 1.157981], [0.957782, -3.040755, 1.866083], [0.248995, 2.571827, -0.341226], [0.956651, 3.010989, 1.919903], [0.170474, 4.464758, 1.246954], [1.847575, 3.221694, -1.051158], [-1.047132, 3.530677, -1.337309], [-1.047115, -3.494575, -1.405242], [1.840362, -3.180655, -1.119256], [2.932661, -2.124478, -1.022220], [1.598903, -3.343745, -2.182761], [2.349657, -4.475731, -0.495734], [2.607735, -4.317022, 0.558703], [3.264021, -4.772997, -1.025937], [1.645017, -5.310009, -0.563365], [2.633065, -1.200456, -1.522230], [3.837535, -2.512303, -1.508467], [3.168350, -1.908427, 0.026108], [-1.999975, -3.263129, -0.904833], [-0.848039, -5.014101, -1.417169], [-1.117389, -2.987714, -2.846692], [-0.784489, -5.468875, -0.421855], [0.048693, -5.290546, -1.988729], [-1.709795, -5.473345, -1.922898], [-1.321080, -1.914696, -2.902768], [-1.925236, -3.524951, -3.364104], [-0.179882, -3.190432, -3.381779], [-1.996942, 3.278046, -0.840853], [-1.113011, 3.056329, -2.789500], [-0.858681, 5.051498, -1.310769], [-0.805372, 5.483301, -0.304242], [-1.721830, 5.514750, -1.810663], [0.037829, 5.349890, -1.871405], [-1.312848, 1.983753, -2.867856], [-0.176058, 3.275785, -3.319105], [-1.923217, 3.602108, -3.294026], [2.953407, 2.175058, -1.009778], [2.351586, 4.499772, -0.391104], [1.596656, 3.419325, -2.106236], [2.601927, 4.320392, 0.661750], [1.646437, 5.334238, -0.445687], [3.270085, 4.810537, -0.906693], [3.223051, 1.917384, 0.020245], [3.845402, 2.590743, -1.500247], [2.658948, 1.267031, -1.539176], [0.939189, 0.034519, -6.195133], [-0.148244, 0.031476, -6.296884], [1.482282, 0.981822, -6.189118], [1.488634, -0.909099, -6.200950], [3.983076, 0.277959, 1.612314], [2.391864, -0.031041, 2.634341], [0.787111, -0.374702, 3.812551], [2.271676, 1.924922, 2.920065], [2.646787, -1.953425, 2.342424], [3.548005, -0.214837, 4.184047], [1.493949, 0.084840, 0.891305]], "atomic_forces_ev_per_a": [[2.12, 0.09, -0.65], [-0.33, -0.07, -0.32], [-0.97, 0.15, -0.10], [0.24, 0.47, 0.84], [0.45, 0.22, -0.15], [0.18, -0.42, 1.05], [-0.98, -0.21, -0.05], [0.45, -0.24, 0.01], [0.25, -0.03, -0.16], [0.13, -0.19, 0.10], [0.07, 0.18, 0.09], [-0.12, -0.03, -0.89], [-0.24, 0.30, -0.03], [-0.17, -0.04, 0.08], [-0.32, -0.24, -0.07], [-0.16, 0.06, 0.16], [0.07, -0.18, -0.15], [-0.14, 0.13, -0.09], [0.01, -0.04, 0.19], [-0.23, -0.22, -0.03], [-0.04, 0.19, -0.04], [0.16, -0.11, 0.08], [0.07, 0.20, -0.13], [0.02, 0.02, 0.20], [-0.15, -0.12, -0.10], [0.18, 0.10, 0.08], [-0.01, -0.20, -0.03], [-0.12, 0.14, -0.03], [-0.20, -0.17, -0.21], [-0.21, 0.20, -0.16], [0.04, -1.48, 0.20], [0.10, 0.40, 0.01], [-0.26, -0.04, -0.19], [-0.05, 1.44, 0.22], [-0.24, 0.03, -0.17], [0.09, -0.37, -0.03], [-0.11, -0.28, -0.29], [0.35, -0.33, 0.31], [0.28, 0.32, 0.30], [-0.11, 0.29, -0.25], [0.24, 0.16, -0.05], [0.09, 0.01, 0.25], [0.04, -0.26, 0.09], [-0.01, -0.05, -0.23], [-0.13, 0.04, 0.13], [0.12, 0.17, 0.07], [0.15, -0.09, 0.15], [-0.10, 0.14, 0.10], [0.00, 0.01, -0.27], [0.21, -0.14, -0.15], [-0.17, -0.16, -0.05], [-0.22, 0.00, -0.06], [0.02, 0.16, -0.19], [-0.24, 0.09, 0.15], [0.18, 0.07, 0.07], [0.08, -0.18, -0.02], [0.21, 0.12, 0.02], [-0.23, 0.11, 0.08], [0.21, 0.15, -0.15], [-0.25, 0.02, -0.05], [-0.20, 0.15, -0.06], [0.02, -0.17, -0.20], [0.18, -0.06, 0.07], [-0.23, -0.10, 0.15], [0.08, 0.19, -0.03], [-0.23, -0.11, 0.08], [0.20, -0.12, 0.00], [0.28, -0.10, -0.07], [0.05, 0.27, 0.08], [0.10, 0.00, 0.22], [-0.01, 0.04, -0.22], [0.11, -0.16, 0.07], [-0.14, -0.04, 0.13], [-0.05, 0.00, -0.23], [-0.15, -0.14, 0.10], [0.12, 0.05, 0.15], [-0.01, 0.00, -0.15], [0.49, 0.00, 0.09], [-0.24, -0.44, 0.04], [-0.25, 0.43, 0.04], [-0.07, -0.05, 0.14], [1.11, -0.14, 0.30], [-0.08, 0.04, -0.02], [0.04, -0.16, 0.07], [-0.01, 0.08, 0.10], [-0.22, 0.10, -0.21], [-1.22, 0.15, -0.14]], "mulliken_spin": [1.25, -0.04, 0.23, -0.03, 0.01, 0.02, 0.21, 0.01, 0.02, 0.00, 0.00, 0.21, 0.01, 0.01, 0.00, 0.01, 0.00, 0.00, 0.00, 0.00, 0.00, 0.00, 0.00, 0.00, 0.00, 0.00, 0.00, 0.00, 0.01, 0.01, 0.26, 0.00, 0.00, 0.27, -0.01, 0.00, 0.04, 0.04, 0.03, 0.05, 0.01, 0.00, 0.02, 0.00, 0.00, 0.00, 0.00, 0.00, -0.01, 0.00, 0.01, 0.01, 0.00, 0.00, 0.00, 0.00, 0.00, 0.00, 0.00, 0.01, 0.01, 0.00, 0.00, 0.00, 0.00, 0.00, 0.00, 0.01, 0.01, 0.00, 0.00, 0.00, 0.00, -0.01, 0.00, 0.00, 0.91, 0.03, 0.03, 0.03, 0.05, 0.35, 0.09, 0.09, 0.07, 0.10, 0.53]}

=====

# 2
{"formula": "C24H50O34S9", "method": "ωB97M-V/def2-TZVPD", "homo_ev": -9.21, "smiles": "O=S1(=O)CCCC1.O=S1(=O)CCCC1.O=S1(=O)OCCO1.O=S1(=O)OCCO1.O=S1(=O)OCCO1.O=S1(=O)OCCO1.O=S1(=O)OCCO1.O=S1(=O)OCCO1.O=S1(=O)OCCO1.OCCO", "symbols": ["O", "S", "O", "C", "C", "C", "C", "H", "H", "H", "H", "H", "H", "H", "H", "O", "S", "O", "C", "C", "C", "C", "H", "H", "H", "H", "H", "H", "H", "H", "O", "S", "O", "O", "C", "C", "O", "H", "H", "H", "H", "O", "S", "O", "O", "C", "C", "O", "H", "H", "H", "H", "O", "S", "O", "O", "C", "C", "O", "H", "H", "H", "H", "O", "S", "O", "O", "C", "C", "O", "H", "H", "H", "H", "O", "S", "O", "O", "C", "C", "O", "H", "H", "H", "H", "O", "S", "O", "O", "C", "C", "O", "H", "H", "H", "H", "O", "S", "O", "O", "C", "C", "O", "H", "H", "H", "H", "O", "C", "C", "O", "H", "H", "H", "H", "H", "H"], "coordinates": [[-0.467822, -1.478419, 30.563015], [0.788100, -2.221723, 30.157870], [0.683949, -3.603319, 29.801407], [1.669789, -1.196348, 28.895727], [3.150450, -0.882958, 29.442355], [3.001514, -0.821529, 30.980066], [2.122607, -2.082090, 31.374504], [1.170675, -0.234180, 28.780690], [1.796083, -1.842632, 28.027122], [3.852636, -1.617348, 29.047746], [3.326716, 0.104946, 29.016827], [2.320430, -0.078133, 31.394311], [4.046008, -0.662810, 31.248277], [1.531621, -2.123862, 32.289434], [2.747328, -2.938838, 31.121885], [6.517818, -1.471316, 28.657781], [7.192980, -0.632592, 29.611827], [7.651388, -1.217784, 30.917288], [8.676265, 0.139017, 28.806805], [8.499795, 1.727406, 28.808658], [7.489916, 2.046631, 29.967964], [6.308588, 1.040372, 29.946594], [8.635409, -0.227828, 27.781204], [9.586034, -0.135835, 29.340549], [9.524182, 2.089473, 28.896036], [8.053882, 2.084814, 27.880470], [7.218590, 3.092769, 29.826264], [8.085322, 1.994496, 30.879482], [5.662289, 1.322054, 29.115298], [5.809201, 1.126507, 30.911629], [2.385227, 2.815661, 29.145612], [3.088687, 3.376017, 30.276096], [4.438363, 3.863460, 29.930620], [2.111708, 4.554206, 31.125205], [2.268544, 4.281671, 32.509527], [3.304345, 3.154253, 32.730112], [3.021231, 2.477733, 31.611581], [2.576859, 5.257258, 32.885391], [1.367373, 3.820490, 32.913646], [3.313839, 2.543119, 33.632621], [4.266594, 3.621992, 32.521785], [3.369728, -6.006732, 32.153450], [4.719204, -5.415702, 32.317213], [5.921647, -6.256911, 32.398433], [4.990965, -4.093599, 31.314925], [5.900083, -3.233373, 31.918182], [5.572105, -3.261162, 33.422227], [4.679421, -4.347664, 33.564492], [6.932322, -3.572327, 31.830469], [5.772298, -2.201507, 31.591052], [5.171059, -2.316441, 33.789316], [6.417809, -3.599427, 34.020947], [-1.070074, 4.565629, 33.741237], [-1.568869, 3.393303, 33.117443], [-2.913943, 2.914553, 33.399919], [-1.463669, 3.341251, 31.435733], [-1.060798, 2.000722, 30.975768], [-0.827255, 1.234263, 32.232875], [-0.432988, 2.263337, 33.173677], [-1.952900, 1.613971, 30.483143], [-0.231943, 2.088199, 30.273309], [-0.170195, 0.408690, 31.959385], [-1.738458, 0.707669, 32.516607], [3.499810, -2.791059, 22.272812], [3.399444, -2.673641, 23.769951], [2.033868, -2.799059, 24.367171], [4.412900, -3.762442, 24.545339], [5.390817, -3.072286, 25.226556], [4.819037, -1.776305, 25.723318], [4.251649, -1.438160, 24.452364], [5.636457, -3.715376, 26.071658], [6.398199, -3.057459, 24.810559], [5.468504, -1.042479, 26.200579], [4.129003, -1.856940, 26.563227], [2.224990, -3.126457, 34.385791], [1.213071, -3.916699, 35.034983], [0.573305, -3.495514, 36.233107], [0.176252, -4.488024, 33.908144], [0.535641, -5.764257, 33.353361], [1.424828, -6.388239, 34.427971], [1.909633, -5.429929, 35.294866], [-0.400140, -6.262855, 33.100725], [0.960004, -5.583541, 32.365756], [2.223833, -7.038894, 34.072515], [0.855426, -7.118035, 35.003542], [3.456712, 0.607519, 26.334913], [2.785119, 1.526402, 25.360703], [3.075314, 2.955019, 25.483566], [2.912190, 1.109555, 23.730037], [1.682473, 0.938714, 23.144579], [0.621378, 1.135255, 24.247527], [1.159372, 1.250896, 25.491380], [1.532876, 1.608860, 22.298036], [1.684021, -0.050979, 22.687851], [0.041091, 0.218110, 24.348637], [-0.104432, 1.940542, 24.134333], [-0.774853, -1.901903, 27.214041], [-1.791328, -0.820563, 27.068561], [-1.340159, 0.446568, 26.478921], [-3.177529, -1.488904, 26.316839], [-4.372895, -0.994985, 26.873257], [-3.970240, -1.026823, 28.391065], [-2.624524, -0.611501, 28.466319], [-4.600447, -0.008125, 26.470245], [-5.190794, -1.630077, 26.532963], [-3.948685, -1.993942, 28.893392], [-4.647360, -0.582992, 29.120869], [0.716858, -5.092331, 27.668387], [1.976437, -5.058354, 27.047506], [3.040116, -5.788471, 27.829660], [3.184237, -5.051051, 29.069062], [0.631492, -4.480590, 28.403286], [1.858607, -5.569808, 26.092179], [2.318948, -4.032490, 26.911934], [3.963258, -6.027910, 27.301842], [2.673141, -6.814124, 27.867918], [3.590012, -5.542894, 29.786721]], "atomic_forces_ev_per_a": [[2.86, -1.52, -0.46], [-0.86, 3.65, -0.09], [-0.42, -0.33, 0.29], [1.61, -0.77, 0.52], [-3.45, 0.36, -0.28], [-1.41, -0.93, -0.37], [0.99, -0.04, -0.85], [-0.36, -0.45, -0.36], [-0.70, 0.47, -0.33], [0.11, 0.00, 0.49], [0.56, -0.05, 0.06], [0.73, 1.16, -0.69], [-0.29, -0.57, 1.46], [0.96, 0.08, 0.45], [-0.41, -0.57, 0.61], [-0.42, 0.03, 0.03], [1.83, 1.18, 2.49], [-1.06, 1.43, -2.57], [-1.10, 1.18, -0.42], [-0.82, -2.14, 0.43], [1.58, -0.03, -0.66], [1.66, 0.44, -0.27], [0.32, -0.25, 0.17], [-0.31, -0.29, -0.02], [-0.37, 0.60, 0.30], [0.20, -0.21, -0.15], [-0.62, -0.16, 0.25], [-0.39, -0.16, 0.34], [-0.19, -0.52, -0.02], [-0.18, -0.72, -0.15], [0.19, 0.15, 2.26], [-0.17, 2.22, -0.75], [-2.56, -0.86, 1.86], [2.06, -2.13, -2.29], [-0.31, 0.56, 1.87], [1.29, 3.91, 0.26], [0.12, -4.56, -4.60], [-0.36, -0.33, 0.80], [-0.43, 0.92, -0.10], [-0.50, 0.18, -0.24], [0.69, -0.13, 0.95], [3.69, 1.70, -0.09], [0.31, 1.43, 1.11], [-2.67, 1.61, -0.41], [-1.20, -2.60, -1.01], [0.94, 0.76, 1.52], [0.86, -0.94, 0.12], [-1.63, -2.15, 0.13], [-0.10, 0.14, -0.68], [-0.02, -0.63, -0.59], [-0.48, -0.42, 0.13], [0.37, 0.77, -0.07], [0.13, -0.29, -0.55], [-1.58, -1.78, -2.93], [2.21, 0.57, 0.17], [0.05, 1.02, 1.19], [-1.70, 1.36, -0.21], [-0.33, -0.77, -0.69], [-0.04, -1.18, 1.41], [0.30, -0.16, -0.35], [0.09, 0.19, 0.28], [0.96, 0.42, 1.04], [-0.08, 0.47, 0.56], [0.26, 0.98, 4.80], [-1.29, -1.29, -0.11], [3.86, 0.62, -1.57], [-2.12, 0.27, -2.30], [2.50, -1.36, 3.83], [0.11, -1.06, -0.08], [-2.16, 1.50, -1.78], [-0.38, -0.17, 0.48], [-0.37, 0.71, -1.27], [0.56, 0.26, -1.34], [-0.90, -0.59, -0.59], [-1.14, -0.07, 0.73], [1.35, -2.87, -1.41], [-0.01, -0.03, -0.84], [0.02, 1.46, 1.41], [0.14, 0.66, -0.68], [-0.77, -2.60, -0.38], [-0.22, 2.87, 0.47], [0.01, -0.28, 0.75], [0.71, 0.04, 0.28], [0.30, 0.69, -0.54], [-0.56, 0.23, 0.28], [-1.70, 2.27, -3.17], [0.54, 0.35, 1.96], [-0.45, -2.70, -0.46], [1.91, 0.82, 3.24], [-1.50, -0.28, -0.87], [-2.81, -1.43, -1.58], [4.23, 0.65, 1.57], [0.15, 0.49, 0.26], [-0.34, -0.28, 0.37], [-0.27, -0.01, -0.57], [0.32, 0.24, -0.61], [-3.15, 3.02, -0.39], [0.58, -2.03, -0.18], [-1.60, -2.40, 1.36], [2.81, 0.56, -0.68], [0.56, 0.11, 1.39], [-1.52, -1.31, 0.23], [1.60, 1.44, -1.03], [0.17, 0.34, 0.38], [0.21, -0.36, 0.52], [-0.15, -0.89, -1.09], [0.37, 1.51, -0.44], [-0.20, -0.87, -0.78], [0.19, 0.21, 0.13], [-0.50, -0.54, 0.62], [0.13, -0.42, -0.94], [0.40, 0.13, 0.11], [0.09, 0.29, -0.22], [-0.06, 0.26, -0.38], [0.53, 1.16, -0.20], [-0.52, -0.21, 1.27], [-0.07, -0.38, -0.30]], "lowdin_charge": [-0.36, 0.75, -0.31, -0.17, -0.18, -0.17, -0.19, 0.10, 0.08, 0.10, 0.08, 0.09, 0.09, 0.08, 0.09, -0.33, 0.74, -0.37, -0.19, -0.18, -0.22, -0.17, 0.09, 0.10, 0.11, 0.11, 0.11, 0.11, 0.09, 0.09, -0.23, 0.76, -0.25, -0.17, -0.18, -0.20, -0.24, 0.14, 0.10, 0.16, 0.12, -0.24, 0.79, -0.23, -0.21, -0.22, -0.15, -0.23, 0.13, 0.09, 0.13, 0.13, -0.21, 0.68, -0.24, -0.22, -0.14, -0.18, -0.21, 0.13, 0.12, 0.10, 0.13, -0.27, 0.80, -0.27, -0.18, -0.25, -0.17, -0.23, 0.13, 0.14, 0.12, 0.11, -0.25, 0.71, -0.21, -0.21, -0.14, -0.23, -0.18, 0.13, 0.11, 0.12, 0.12, -0.27, 0.80, -0.24, -0.18, -0.19, -0.23, -0.19, 0.13, 0.12, 0.12, 0.14, -0.25, 0.79, -0.25, -0.21, -0.16, -0.17, -0.22, 0.12, 0.13, 0.13, 0.13, -0.06, -0.26, -0.22, -0.07, 0.00, 0.13, 0.10, 0.11, 0.11, 0.04]}